Entry 1:
Formula: C19H43O2OsP3
Source: the OMol25 dataset
Level of theory: the ωB97M-V functional and the def2-TZVPD basis

```
68
Properties=species:S:1:pos:R:3:lowdin_charge:R:1
Os 0.242 0.298 -2.836 1.069
P 1.255 0.775 -0.213 0.884
P -1.160 1.814 -1.871 0.725
P 2.280 -0.459 -3.103 0.570
H -1.568 -1.004 0.771 0.031
C -1.070 -1.940 0.461 -0.102
C -0.202 -2.706 1.065 -0.030
H 0.263 -2.458 2.037 0.080
C 0.529 1.070 1.452 -0.190
C 2.075 2.416 -0.368 -0.210
C 2.707 -0.130 0.475 -0.203
C -2.921 1.702 -2.325 -0.180
C -1.434 2.893 -0.415 -0.194
C -0.442 2.959 -3.087 -0.197
C 2.823 -1.980 -2.214 -0.173
C 3.590 0.743 -3.001 -0.192
C 2.102 -0.950 -4.786 -0.198
H -1.062 -1.852 -0.654 0.023
H 0.403 -3.456 0.504 0.083
H -0.212 0.315 1.719 0.020
H 0.076 2.067 1.534 0.063
H 1.359 1.024 2.176 0.091
H 1.351 3.236 -0.401 0.041
H 2.701 2.444 -1.264 0.033
H 2.707 2.526 0.527 0.100
H 2.510 -1.193 0.659 0.070
H 2.942 0.348 1.435 0.084
H 3.574 -0.015 -0.174 0.039
H -3.110 2.232 -3.261 0.085
H -3.575 2.076 -1.542 0.081
H -3.125 0.638 -2.465 0.036
H -2.272 3.575 -0.644 0.102
H -0.569 3.511 -0.162 0.053
H -1.739 2.295 0.452 0.048
H -1.271 3.550 -3.469 0.096
H 0.013 2.318 -3.870 0.033
H 0.310 3.597 -2.617 0.077
H 3.250 -2.658 -2.956 0.083
H 2.007 -2.524 -1.721 0.057
H 3.576 -1.749 -1.449 0.065
H 4.356 0.464 -3.721 0.100
H 4.020 0.754 -1.993 0.058
H 3.224 1.732 -3.263 0.065
H 2.943 -1.624 -4.893 0.092
H 2.161 -0.074 -5.399 0.077
H 1.151 -1.459 -4.918 0.045
C -2.077 -1.348 -4.228 -0.298
C -3.074 -0.723 -5.023 0.062
C -3.227 -1.178 -6.300 0.025
C -2.606 -2.344 -6.737 0.075
C -1.747 -3.042 -5.887 0.026
C -1.537 -2.621 -4.576 0.050
O -1.524 -0.572 -3.319 -0.288
H 0.697 -1.089 -1.932 0.026
H -3.475 0.213 -4.648 0.127
H -3.862 -0.597 -6.957 0.152
H -2.763 -2.692 -7.770 0.168
H -1.201 -3.922 -6.240 0.151
H -0.857 -3.140 -3.894 0.140
C -2.054 -1.087 3.786 -0.056
C -3.141 -0.542 2.883 -0.299
O -2.768 0.728 2.404 -0.063
H -1.086 -1.164 3.263 0.039
H -2.317 -2.099 4.135 0.108
H -1.916 -0.452 4.676 0.104
H -3.265 -1.231 2.044 0.106
H -4.069 -0.477 3.455 0.143
H -3.558 1.155 2.022 0.113
```

## Properties
**HOMO energy (spin up / spin down)**: -20.23 / -19.30 eV
**Total charge**: +4
**E_tot**: -54778.3226 eV
**2S+1**: 5
**Frontier orbital gap (spin up / spin down)**: 5.19 / 2.31 eV
**Energy above the lowest of the compared OMol25 structures with the same formula, charge and spin**: 764.3 kJ/mol

---

Entry 2:
Formula: C19H43OP3PdSSe
Source: the OMol25 dataset
Level of theory: the ωB97M-V functional and the def2-TZVPD basis

```
69
Properties=species:S:1:pos:R:3:lowdin_charge:R:1
Pd -0.960 0.569 -0.922 0.305
P -0.203 1.892 0.802 0.671
P -3.209 0.303 -1.047 0.733
P 3.234 -1.246 -1.807 0.922
H -2.029 -3.154 -6.016 0.069
C -1.312 -3.795 -5.486 -0.038
C -1.023 -3.690 -4.181 -0.123
H -1.558 -3.085 -3.457 0.023
C 0.186 3.611 0.308 -0.286
C -1.441 2.120 2.099 -0.219
C 1.323 1.379 1.589 -0.237
C -3.906 -0.638 -2.438 -0.215
C -3.980 -0.344 0.477 -0.220
C -3.881 1.979 -1.269 -0.215
C 4.481 -2.018 -2.830 -0.182
C 3.010 -1.971 -0.163 -0.184
C 3.668 0.499 -1.718 -0.208
H -0.900 -4.654 -6.065 0.088
H -0.262 -4.360 -3.774 0.053
H 0.374 4.222 1.196 0.082
H -0.637 4.050 -0.257 0.060
H 1.090 3.652 -0.313 0.008
H -1.131 2.980 2.705 0.082
H -1.475 1.226 2.732 0.039
H -2.428 2.328 1.667 0.043
H 1.645 2.162 2.282 0.090
H 2.112 1.192 0.857 0.022
H 1.145 0.473 2.172 0.007
H -4.891 -0.237 -2.727 0.085
H -4.011 -1.693 -2.155 0.065
H -3.221 -0.571 -3.294 0.046
H -5.058 -0.531 0.317 0.092
H -3.857 0.402 1.282 0.048
H -3.473 -1.282 0.770 0.033
H -4.938 1.923 -1.552 0.082
H -3.311 2.482 -2.059 0.061
H -3.780 2.544 -0.337 0.050
H 5.471 -1.580 -2.641 0.087
H 4.220 -1.845 -3.882 0.077
H 4.536 -3.101 -2.689 0.080
H 3.955 -2.417 0.205 0.094
H 2.232 -2.754 -0.183 0.054
H 2.679 -1.205 0.560 0.040
H 4.742 0.596 -1.943 0.087
H 3.421 0.888 -0.723 0.037
H 3.071 1.055 -2.467 0.004
C 0.365 1.287 -3.988 -0.613
C 0.034 -0.079 -3.883 -0.173
C 0.623 -0.920 -4.824 -0.074
C 1.108 -0.391 -6.024 0.025
C 1.224 0.999 -6.203 0.008
C 0.816 1.873 -5.197 -0.041
Se 0.639 2.074 -2.347 1.000
H 2.067 -1.234 -2.612 0.032
H -0.506 -0.440 -2.984 0.046
H 0.655 -1.995 -4.677 0.083
H 1.408 -1.084 -6.811 0.144
H 1.620 1.425 -7.122 0.142
H 0.905 2.963 -5.252 0.138
C 0.280 -3.597 2.494 -0.155
S -0.885 -2.228 2.560 1.077
C -1.518 -2.501 4.213 -0.136
O -0.073 -0.964 2.614 -0.342
H -0.137 -4.420 3.082 0.090
H 1.239 -3.251 2.898 0.101
H 0.355 -3.897 1.440 0.072
H -0.891 -1.939 4.911 0.108
H -2.553 -2.152 4.197 0.086
H -1.473 -3.571 4.414 0.090
```

## Properties
**HOMO energy (spin up / spin down)**: -18.79 / -18.79 eV
**Total charge**: +4
**E_tot**: -129931.3800 eV
**2S+1**: 5
**Frontier orbital gap (spin up / spin down)**: 7.45 / 3.05 eV
**Energy above the lowest of the compared OMol25 structures with the same formula, charge and spin**: 0.0 kJ/mol

---

Entry 3:
Formula: C19H43OP3PrS2
Source: the OMol25 dataset
Level of theory: the ωB97M-V functional and the def2-TZVPD basis

```
69
Properties=species:S:1:pos:R:3:lowdin_charge:R:1
Pr 0.452 -1.356 0.009 0.844
P -0.520 1.475 1.751 0.795
P -2.877 -1.422 0.246 0.786
P 2.662 0.847 0.082 0.721
H 1.682 -3.084 -2.742 0.110
C 2.366 -2.599 -2.024 -0.029
C 2.439 -2.946 -0.721 -0.154
H 1.715 -3.584 -0.200 0.074
C -0.862 3.040 0.811 -0.234
C -1.963 1.549 2.877 -0.275
C 0.720 2.146 2.947 -0.263
C -3.852 -2.908 -0.408 -0.255
C -4.001 -0.847 1.620 -0.251
C -3.186 -0.029 -0.926 -0.262
C 4.119 0.264 -0.891 -0.245
C 3.610 1.021 1.653 -0.248
C 2.558 2.627 -0.381 -0.266
H 3.264 -2.176 -2.498 0.095
H 3.412 -2.772 -0.280 0.104
H -1.310 3.768 1.513 0.075
H -1.571 2.817 -0.007 0.046
H 0.077 3.435 0.388 0.027
H -1.840 2.397 3.562 0.064
H -2.036 0.629 3.470 0.030
H -2.884 1.685 2.296 0.047
H 0.204 2.786 3.675 0.071
H 1.492 2.727 2.428 0.034
H 1.186 1.321 3.497 -0.006
H -4.751 -2.585 -0.965 0.064
H -4.136 -3.600 0.425 0.064
H -3.221 -3.502 -1.096 0.033
H -4.451 0.129 1.337 0.052
H -3.373 -0.717 2.524 0.010
H -4.828 -1.554 1.856 0.072
H -3.908 -0.344 -1.688 0.066
H -2.229 0.244 -1.397 0.007
H -3.559 0.818 -0.338 0.041
H 4.736 1.161 -1.021 0.065
H 3.882 -0.218 -1.852 0.021
H 4.664 -0.421 -0.229 0.057
H 4.421 1.745 1.499 0.079
H 4.038 0.045 1.898 0.053
H 3.026 1.350 2.515 0.010
H 3.564 2.954 -0.681 0.069
H 2.219 3.284 0.435 0.043
H 1.884 2.768 -1.235 0.003
C -0.252 0.585 -3.837 -0.586
C -0.668 1.896 -4.183 -0.130
C -1.561 2.077 -5.241 -0.043
C -1.717 0.989 -6.112 -0.043
C -1.404 -0.314 -5.699 -0.056
C -0.846 -0.555 -4.432 -0.096
S 1.111 0.681 -2.657 0.760
H 2.024 1.089 -3.658 0.021
H -0.307 2.736 -3.592 0.100
H -2.134 3.002 -5.394 0.131
H -2.122 1.191 -7.103 0.126
H -1.572 -1.169 -6.382 0.132
H -0.893 -1.542 -3.952 0.102
C 0.272 -3.632 3.816 -0.184
S 0.226 -2.019 3.015 0.901
C 1.051 -1.000 4.261 -0.188
O 1.357 -2.145 1.932 -0.695
H -0.355 -3.603 4.726 0.098
H 1.326 -3.862 4.049 0.097
H -0.131 -4.362 3.097 0.079
H 2.022 -0.592 3.920 0.081
H 0.340 -0.188 4.535 0.065
H 1.200 -1.627 5.156 0.086
```

## Properties
**HOMO energy (spin up / spin down)**: -16.31 / -16.31 eV
**Total charge**: +3
**E_tot**: -86026.5628 eV
**2S+1**: 3
**Frontier orbital gap (spin up / spin down)**: 6.05 / 6.64 eV
**Energy above the lowest of the compared OMol25 structures with the same formula, charge and spin**: 0.0 kJ/mol

---

Entry 4:
Formula: C19H43OP3PrSSe
Source: the OMol25 dataset
Level of theory: the ωB97M-V functional and the def2-TZVPD basis

```
69
Properties=species:S:1:pos:R:3:lowdin_charge:R:1
Pr 0.740 0.251 -1.513 0.975
P -1.137 0.152 1.161 0.775
P 2.688 1.197 1.296 0.821
P -1.157 -1.988 -1.424 0.680
H 6.241 -2.178 -3.408 0.055
C 5.589 -1.896 -4.261 -0.039
C 4.452 -1.207 -4.096 -0.099
H 4.025 -1.021 -3.120 -0.005
C -1.097 -1.084 2.534 -0.242
C -1.292 1.644 2.221 -0.257
C -2.922 -0.003 0.748 -0.237
C 4.458 1.211 1.194 -0.181
C 2.007 2.872 1.224 -0.185
C 2.205 0.458 2.870 -0.207
C -0.072 -2.983 -2.519 -0.260
C -2.736 -2.038 -2.355 -0.238
C -1.546 -3.263 -0.153 -0.252
H 5.907 -2.201 -5.279 0.079
H 3.902 -0.843 -4.979 0.052
H -1.934 -0.856 3.208 0.073
H -0.152 -1.026 3.083 0.031
H -1.198 -2.102 2.150 0.024
H -2.129 1.464 2.909 0.072
H -1.508 2.527 1.610 0.026
H -0.387 1.828 2.807 0.029
H -3.482 0.099 1.689 0.076
H -3.152 -0.973 0.292 0.016
H -3.216 0.793 0.053 0.020
H 4.887 1.352 2.186 0.085
H 4.788 2.018 0.539 0.077
H 4.784 0.260 0.764 0.065
H 2.548 3.474 1.981 0.098
H 0.929 2.904 1.465 0.036
H 2.174 3.326 0.231 0.067
H 2.787 0.920 3.679 0.091
H 2.414 -0.623 2.818 0.033
H 1.139 0.617 3.077 0.020
H -0.636 -3.877 -2.815 0.076
H 0.847 -3.267 -1.986 0.033
H 0.193 -2.404 -3.416 0.055
H -2.795 -2.981 -2.920 0.072
H -2.765 -1.193 -3.057 0.046
H -3.598 -1.964 -1.675 0.057
H -1.814 -4.202 -0.661 0.081
H -2.384 -2.961 0.487 0.048
H -0.664 -3.453 0.474 -0.006
C 3.076 -3.329 0.181 -0.629
C 4.222 -2.976 -0.557 -0.136
C 5.087 -3.977 -1.052 -0.057
C 4.852 -5.332 -0.743 -0.046
C 3.785 -5.666 0.101 -0.056
C 2.923 -4.679 0.586 -0.122
Se 1.683 -2.126 0.584 0.754
H 2.451 0.062 0.392 -0.130
H 4.389 -1.915 -0.755 0.070
H 5.937 -3.720 -1.678 0.095
H 5.488 -6.126 -1.150 0.123
H 3.602 -6.701 0.372 0.119
H 2.084 -4.946 1.222 0.099
C -0.865 4.398 -2.564 -0.196
S -1.254 3.456 -1.084 1.013
C -2.866 2.798 -1.574 -0.193
O -0.292 2.217 -1.216 -0.811
H -1.198 5.431 -2.402 0.093
H -1.381 3.961 -3.425 0.077
H 0.217 4.359 -2.723 0.076
H -3.552 3.030 -0.745 0.081
H -2.803 1.721 -1.780 0.062
H -3.209 3.324 -2.473 0.079
```

## Properties
**HOMO energy (spin up / spin down)**: -15.02 / -15.07 eV
**Total charge**: +3
**E_tot**: -140536.8998 eV
**2S+1**: 3
**Frontier orbital gap (spin up / spin down)**: 4.34 / 5.35 eV
**Energy above the lowest of the compared OMol25 structures with the same formula, charge and spin**: 256.6 kJ/mol